(P)
Density functional theory data (ωB97M-V with the def2-TZVPD basis set) for BrFH2NPS as an isolated structure.

Last column: natural (NBO) charge in e.
Positions of all 7 atoms, in Å:
N: 0.7414 -0.2123 0.7652  -1.158
F: 0.3387 1.3903 -1.0798  -0.553
P: -0.1217 -0.0908 -0.6403  1.628
S: 0.1601 -1.4206 -2.0077  -0.368
Br: -2.5359 1.0803 0.3741  -0.406
H: 0.9450 -1.1551 1.0684  0.424
H: 0.4723 0.4082 1.5202  0.433

The highest occupied orbital energy (spin up / spin down) comes out at -10.10 / -10.10 eV. As for the gap between HOMO and LUMO (spin up / spin down): 7.70 / 7.70 eV.

---

(Q)
Density functional theory data (ωB97M-V with the def2-TZVPD basis set) for BrFH2NPS as an isolated structure.

Last column: natural (NBO) charge in e.
Positions of all 7 atoms, in Å:
N: -0.2781 0.8362 0.8153  -1.115
F: 1.2193 0.6347 -1.2447  -0.546
P: 0.4629 -0.3517 -0.2509  1.576
S: 1.7085 -1.6070 0.6687  -0.384
Br: -1.6159 -1.2545 -2.1696  -0.370
H: -0.4517 0.5127 1.8338  0.437
H: -1.0450 1.2297 0.3474  0.404

The highest occupied orbital energy (spin up / spin down) comes out at -10.00 / -10.01 eV. As for the gap between HOMO and LUMO (spin up / spin down): 7.00 / 7.00 eV.

---

Computed stability ranking, most favorable first: (P), (Q)

---

(P)
Density functional theory data (ωB97M-V with the def2-TZVPD basis set) for one molecule with the formula C20H27N3O2S.

Last column: natural (NBO) charge in e.
Positions of all 53 atoms, in Å:
C: -0.3011 -3.5786 4.6365  -0.627
C: -0.8326 -2.3387 3.9099  -0.049
C: -2.3508 -2.3782 3.7685  -0.613
N: -0.1481 -2.0629 2.6558  -0.701
C: -0.3289 -2.7608 1.3949  -0.044
C: -1.5292 -2.2146 0.6150  -0.616
C: -0.3661 -4.2850 1.4875  -0.625
S: 1.3987 -1.4526 2.8126  2.340
O: 1.4984 -0.8058 4.0895  -0.945
O: 2.3913 -2.4391 2.4790  -0.951
C: 1.3898 -0.2068 1.5420  -0.455
C: 0.5185 0.8696 1.6645  -0.115
C: 0.4902 1.8286 0.6817  -0.312
C: 1.3463 1.6817 -0.4343  0.425
N: 1.4111 2.5797 -1.4435  -0.400
C: 2.3303 2.3763 -2.5412  -0.216
C: 1.5848 1.7436 -3.7134  -0.434
C: 0.3697 2.5601 -4.0531  -0.012
C: -0.2183 2.4619 -5.3090  -0.191
C: -1.3362 3.2067 -5.6317  -0.209
C: -1.8817 4.0688 -4.6945  -0.213
C: -1.3059 4.1721 -3.4429  -0.193
C: -0.1844 3.4214 -3.1109  -0.046
C: 0.4133 3.5788 -1.7293  -0.225
N: 2.1943 0.6438 -0.5222  -0.505
C: 2.2154 -0.2586 0.4366  0.108
H: -0.6194 -3.5527 5.6762  0.213
H: 0.7857 -3.5702 4.6064  0.224
H: -0.6637 -4.4992 4.1887  0.202
H: -0.5688 -1.4705 4.5246  0.233
H: -2.6760 -3.2690 3.2381  0.199
H: -2.7094 -1.4984 3.2419  0.214
H: -2.7948 -2.3939 4.7611  0.220
H: 0.5730 -2.4966 0.8296  0.216
H: -1.4691 -2.5468 -0.4186  0.212
H: -2.4677 -2.5637 1.0334  0.205
H: -1.5189 -1.1275 0.6310  0.216
H: -0.3505 -4.7015 0.4828  0.216
H: -1.2663 -4.6325 1.9868  0.199
H: 0.5098 -4.6400 2.0228  0.229
H: -0.1101 0.9354 2.5390  0.235
H: -0.1613 2.6807 0.7836  0.218
H: 3.1390 1.7329 -2.1993  0.253
H: 2.7293 3.3529 -2.8344  0.192
H: 2.2387 1.6607 -4.5828  0.219
H: 1.2769 0.7333 -3.4283  0.224
H: 0.2135 1.7918 -6.0385  0.209
H: -1.7805 3.1189 -6.6118  0.214
H: -2.7535 4.6571 -4.9383  0.214
H: -1.7281 4.8436 -2.7084  0.206
H: -0.3923 3.5361 -0.9966  0.218
H: 0.8738 4.5767 -1.6590  0.204
H: 2.9218 -1.0693 0.3218  0.216

The highest occupied orbital energy comes out at -8.23 eV. The SMILES is CC(C)N(C(C)C)S(=O)(=O)c1ccc(N2CCc3ccccc3C2)nc1. As for the gap between HOMO and LUMO: 8.82 eV.

---

(Q)
Density functional theory data (ωB97M-V with the def2-TZVPD basis set) for one molecule with the formula C20H27N3O2S.

Last column: natural (NBO) charge in e.
Positions of all 53 atoms, in Å:
C: 3.3872 -0.5110 3.3997  -0.634
C: 1.9718 -0.0624 3.6021  0.003
C: 1.6982 1.1112 4.2959  -0.245
C: 0.3915 1.5205 4.4931  -0.169
C: -0.6590 0.7833 3.9801  -0.260
C: -0.3977 -0.3781 3.2587  0.148
N: -1.4744 -1.1166 2.7506  -0.624
C: -1.4639 -2.0360 1.7378  0.314
S: -2.4638 -3.3493 1.8915  -0.260
N: -0.6760 -1.8191 0.6572  -0.427
C: -0.3435 -0.4771 0.2067  -0.234
C: 1.1236 -0.3048 -0.1850  -0.412
C: 1.3851 1.1490 -0.5788  -0.209
N: 0.4550 1.6120 -1.5930  -0.450
C: 0.7176 1.0512 -2.9086  -0.263
C: -0.3769 1.5076 -3.8726  -0.074
O: -0.4425 2.9111 -3.9562  -0.522
C: -0.6712 3.4658 -2.6834  -0.072
C: 0.4208 3.0608 -1.6931  -0.245
C: -0.5936 -2.8504 -0.3671  -0.280
C: -1.4466 -2.5520 -1.5553  0.257
C: -2.7991 -2.5725 -1.7237  -0.293
C: -3.0377 -2.1609 -3.0580  -0.308
C: -1.8151 -1.9191 -3.5998  0.076
O: -0.8429 -2.1471 -2.6986  -0.417
C: 0.9169 -0.8046 3.0952  -0.221
H: 3.8661 0.0989 2.6328  0.221
H: 3.4267 -1.5509 3.0851  0.217
H: 3.9605 -0.3997 4.3177  0.223
H: 2.5132 1.6966 4.6947  0.211
H: 0.1882 2.4232 5.0496  0.215
H: -1.6803 1.0995 4.1321  0.217
H: -2.2589 -1.2329 3.3790  0.425
H: -0.5897 0.2384 0.9893  0.226
H: -0.9599 -0.2357 -0.6670  0.224
H: 1.3695 -0.9633 -1.0173  0.201
H: 1.7718 -0.5576 0.6536  0.216
H: 1.2445 1.7777 0.3053  0.198
H: 2.4346 1.2570 -0.9069  0.171
H: 0.7039 -0.0370 -2.8518  0.214
H: 1.7013 1.3766 -3.2932  0.168
H: -0.1735 1.1503 -4.8835  0.192
H: -1.3443 1.1087 -3.5301  0.170
H: -0.6886 4.5486 -2.8180  0.193
H: -1.6453 3.1272 -2.2987  0.166
H: 0.1925 3.4797 -0.7107  0.204
H: 1.3891 3.4673 -2.0365  0.166
H: -0.9147 -3.7899 0.0896  0.271
H: 0.4470 -2.9408 -0.6892  0.215
H: -3.5245 -2.8547 -0.9888  0.247
H: -3.9876 -2.0641 -3.5419  0.230
H: -1.5113 -1.5971 -4.5760  0.203
H: 1.1058 -1.7375 2.5852  0.216

The highest occupied orbital energy comes out at -8.05 eV. The SMILES is Cc1cccc(NC(=S)N(CCCN2CCOCC2)Cc2ccco2)c1. As for the gap between HOMO and LUMO: 8.73 eV.

---

Computed stability ranking, most favorable first: (P), (Q)

---

(P)
Density functional theory data (ωB97M-V with the def2-TZVPD basis set) for a 2-piece molecular cluster, C5H11O3 overall.

Last column: natural (NBO) charge in e.
Positions of all 19 atoms, in Å:
C: -2.1579 2.0875 -0.2401  -0.742
C: -1.7839 1.0105 0.8294  0.785
O: -0.5476 0.8595 1.0026  -0.818
O: -2.7527 0.4822 1.4086  -0.758
H: -1.7901 3.0745 0.0453  0.196
H: -3.2401 2.2512 -0.3192  0.190
H: -1.7973 1.7530 -1.2149  0.203
C: 1.8552 -0.8657 -0.2783  0.100
C: 0.8173 -1.9289 0.1851  -0.648
C: 2.7157 -1.4383 -1.3967  -0.617
O: 1.1795 0.2366 -0.8543  -0.787
H: 2.4226 -0.5017 0.5838  0.150
H: -0.1716 -1.5106 0.3369  0.257
H: 1.9989 -1.8439 -2.1180  0.201
H: 3.2616 -0.6340 -1.8936  0.208
H: 3.3275 -2.2866 -1.0753  0.190
H: 0.6227 0.7034 -0.1762  0.521
H: 1.0271 -2.4368 1.1386  0.192
H: 0.6488 -2.7517 -0.5271  0.177

The highest occupied orbital energy comes out at -4.42 eV. Its charge is -1. As for the gap between HOMO and LUMO: 8.28 eV.

---

(Q)
Density functional theory data (ωB97M-V with the def2-TZVPD basis set) for a 2-piece molecular cluster, C5H11O3 overall.

Last column: natural (NBO) charge in e.
Positions of all 19 atoms, in Å:
C: 2.1539 -0.9751 -1.7339  -0.740
C: 2.7116 -0.8070 -0.2867  0.782
O: 1.8615 -0.9083 0.6503  -0.822
O: 3.9355 -0.6318 -0.1782  -0.758
H: 2.2101 -2.0337 -1.9619  0.204
H: 2.7745 -0.4031 -2.4139  0.201
H: 1.1084 -0.6871 -1.7335  0.193
C: -1.4016 0.4033 1.1583  0.109
C: -0.5485 1.4702 0.4815  -0.635
C: -2.6551 0.1246 0.3437  -0.620
O: -0.7023 -0.7934 1.3271  -0.781
H: -1.7108 0.7575 2.1497  0.133
H: 0.1484 1.8924 1.2007  0.214
H: -2.3722 -0.3729 -0.5810  0.204
H: -3.3886 -0.5092 0.8592  0.198
H: -3.2164 1.0048 0.0135  0.182
H: 0.2184 -0.7852 0.9170  0.527
H: -1.1771 2.2687 0.0829  0.186
H: 0.0502 0.9854 -0.2946  0.223

The highest occupied orbital energy comes out at -4.48 eV. Its charge is -1. As for the gap between HOMO and LUMO: 8.23 eV.

---

(R)
Density functional theory data (ωB97M-V with the def2-TZVPD basis set) for a 2-piece molecular cluster, C5H11O3 overall.

Last column: natural (NBO) charge in e.
Positions of all 19 atoms, in Å:
C: 0.3011 2.5625 2.2849  -0.759
C: 1.2394 1.4148 1.5226  0.790
O: 2.0356 1.7939 0.6485  -0.777
O: 1.1483 0.2543 2.0527  -0.826
H: 0.1625 2.1737 3.2184  0.205
H: -0.5640 2.6697 1.6508  0.194
H: 0.7735 3.5300 2.1841  0.193
C: -0.5263 -1.0919 -0.6536  0.090
C: -0.1247 0.0239 -1.5473  -0.662
C: -1.1583 -2.3255 -1.3863  -0.635
O: 0.6011 -1.7644 -0.1722  -0.776
H: -1.3899 -0.8808 0.0831  0.155
H: -0.8861 0.8560 -1.3530  0.200
H: -0.2412 -2.8098 -2.0184  0.195
H: -1.2811 -3.2723 -0.7706  0.225
H: -1.9019 -2.0734 -2.1896  0.190
H: 1.2549 -1.3107 0.4267  0.526
H: -0.3979 -0.2662 -2.5931  0.192
H: 0.9548 0.5162 -1.3876  0.280

The highest occupied orbital energy comes out at -4.29 eV. Its charge is -1. As for the gap between HOMO and LUMO: 8.11 eV.

---

Computed stability ranking, most favorable first: (Q), (P), (R)

---

(P)
Density functional theory data (ωB97M-V with the def2-TZVPD basis set) for a 2-piece molecular cluster, C5H11O3 overall.

Last column: natural (NBO) charge in e.
Positions of all 19 atoms, in Å:
C: 1.1766 -2.0738 1.0623  -0.543
C: 1.6057 -1.8275 -0.3672  -0.616
C: -0.2349 -1.6848 1.6030  0.785
O: -0.8227 -2.5078 2.3102  -0.752
O: -0.6712 -0.5510 1.2275  -0.823
H: 1.0746 -3.1320 1.1986  0.207
H: 1.9237 -1.8331 1.8213  0.200
H: 1.6475 -2.7694 -0.9135  0.184
H: 2.5785 -1.3613 -0.5087  0.193
H: 0.9050 -1.3303 -1.0025  0.224
C: -1.0808 1.7168 -1.1439  -0.057
C: -1.2972 3.0392 -0.4186  -0.640
O: 0.1019 1.1006 -0.6893  -0.795
H: -1.8667 0.9699 -0.9972  0.168
H: -1.0413 1.8167 -2.2384  0.132
H: -1.7995 3.7592 -1.0749  0.183
H: -0.0926 0.3390 -0.0801  0.522
H: -0.3269 3.5269 -0.3123  0.209
H: -1.7797 2.8028 0.5236  0.218

The highest occupied orbital energy comes out at -4.53 eV. Its charge is -1. As for the gap between HOMO and LUMO: 8.46 eV.

---

(Q)
Density functional theory data (ωB97M-V with the def2-TZVPD basis set) for a 2-piece molecular cluster, C5H11O3 overall.

Last column: natural (NBO) charge in e.
Positions of all 19 atoms, in Å:
C: 1.0907 1.7503 -0.3159  -0.080
C: -0.2197 2.2550 -0.8349  -0.646
O: 1.9993 2.6940 -0.8404  -0.726
H: 0.9779 1.6679 0.6745  0.163
H: 1.2883 0.7571 -0.6466  0.178
H: -0.8870 1.4309 -1.2016  0.243
H: 2.8204 2.1281 -1.3342  0.462
H: -0.1004 2.8628 -1.6792  0.211
H: -0.9065 2.8791 -0.2029  0.193
C: -0.7962 -1.3669 0.5036  -0.532
C: 0.1084 -1.8685 1.7010  -0.637
C: -1.1988 -2.3017 -0.6494  0.755
O: -1.1301 -3.5336 -0.5255  -0.778
O: -1.6825 -1.6967 -1.6534  -0.818
H: -1.6934 -1.0729 0.8515  0.199
H: -0.5412 -0.4754 -0.0074  0.206
H: -0.0369 -2.8972 2.1462  0.217
H: -0.2749 -1.1603 2.5819  0.186
H: 1.1828 -2.0519 1.4328  0.204

The highest occupied orbital energy comes out at -3.78 eV. Its charge is -1. As for the gap between HOMO and LUMO: 6.76 eV.

---

(R)
Density functional theory data (ωB97M-V with the def2-TZVPD basis set) for a 2-piece molecular cluster, C5H11O3 overall.

Last column: natural (NBO) charge in e.
Positions of all 19 atoms, in Å:
C: -1.1253 -1.3929 0.9703  -0.513
C: -0.3862 -0.4102 1.8849  -0.602
C: -0.1492 -2.1806 0.0495  0.760
O: -0.3817 -2.1426 -1.1840  -0.798
O: 0.7738 -2.7773 0.6555  -0.790
H: -1.6951 -2.1185 1.5472  0.192
H: -1.8098 -0.8012 0.3432  0.181
H: 0.3769 0.1906 1.3794  0.215
H: 0.1290 -0.9175 2.6883  0.201
H: -1.0992 0.3080 2.2892  0.171
C: 0.1657 1.6872 -1.2662  -0.057
C: 1.1661 0.5677 -1.4964  -0.668
O: 0.4406 2.2976 -0.0052  -0.733
H: 0.2445 2.4337 -2.0753  0.131
H: -0.8587 1.3334 -1.2718  0.163
H: 2.0108 0.6882 -0.8218  0.212
H: -0.0423 3.1292 0.0658  0.456
H: 1.5085 0.5061 -2.5230  0.196
H: 0.7316 -0.4011 -1.2296  0.284

The highest occupied orbital energy comes out at -3.95 eV. Its charge is -1. As for the gap between HOMO and LUMO: 7.29 eV.

---

Computed stability ranking, most favorable first: (P), (R), (Q)

---

(P)
Density functional theory data (ωB97M-V with the def2-TZVPD basis set) for a 2-piece molecular cluster, C6H16 overall.

Last column: Mulliken spin population.
Positions of all 22 atoms, in Å:
C: -1.0493 1.5662 0.3985  0.029
C: -0.5398 2.9594 0.8647  0.025
C: -0.8524 1.4136 -1.1025  0.016
H: -0.5954 0.7789 0.9891  0.007
H: -2.1179 1.4444 0.6029  0.003
H: -1.2799 3.3344 1.5681  0.008
H: -1.6356 1.8687 -1.7149  0.009
H: 0.1042 1.8092 -1.4230  -0.001
H: -0.3791 3.6403 0.0287  -0.001
H: 0.4422 2.8904 1.3507  -0.001
H: -0.7957 0.3122 -1.3047  0.045
C: 0.8401 -1.4369 0.1376  0.092
C: -0.4465 -2.1451 0.2147  0.073
C: 1.9554 -2.2808 -0.4227  0.093
H: 0.7729 -0.4307 -0.3466  0.155
H: 1.2148 -1.0869 1.1536  0.214
H: -1.3480 -1.5456 0.3160  -0.004
H: 2.0555 -2.0021 -1.4897  0.093
H: 2.9334 -2.0287 -0.0257  0.012
H: 1.7608 -3.3541 -0.3994  0.007
H: -0.5938 -2.9263 -0.5332  0.039
H: -0.4457 -2.7805 1.1377  0.090

The highest occupied orbital energy (spin up / spin down) comes out at -15.08 / -14.72 eV. Its spin multiplicity is 2. Its charge is +1. The expectation value of S² is 0.7527. As for the gap between HOMO and LUMO (spin up / spin down): 12.12 / 4.02 eV.

---

(Q)
Density functional theory data (ωB97M-V with the def2-TZVPD basis set) for a 2-piece molecular cluster, C6H16 overall.

Last column: Mulliken spin population.
Positions of all 22 atoms, in Å:
C: 2.6559 0.6719 1.5091  0.003
C: 2.6025 2.1435 1.0853  -0.001
H: 1.6610 0.3212 1.7452  0.002
H: 3.2530 0.0681 0.8331  0.000
H: 3.0967 0.6483 2.4967  0.002
H: 3.5349 2.4491 0.6064  0.000
H: 1.8256 2.3714 0.3622  0.000
H: 2.5968 2.7735 1.9719  0.000
C: -1.7006 -0.4908 -0.5614  0.245
C: -0.0137 -0.6350 -0.2822  0.346
C: -2.1004 -0.0825 -1.9148  0.032
C: -2.2129 -1.8570 -0.1515  0.107
H: -1.9331 0.3571 0.1009  0.049
H: 0.2493 -1.5236 -0.8585  0.015
H: -1.7513 0.8807 -2.2896  0.007
H: -1.8349 -0.8083 -2.6984  0.019
H: -3.2007 -0.0362 -2.0027  0.060
H: -2.8451 -1.7267 0.7351  0.047
H: -2.8456 -2.2167 -0.9584  0.005
H: -1.5264 -2.6395 0.1638  0.024
H: 0.0754 -0.9803 0.7058  0.000
H: 0.4137 0.3118 -0.5980  0.036

The highest occupied orbital energy (spin up / spin down) comes out at -14.84 / -14.84 eV. Its spin multiplicity is 2. Its charge is +1. The expectation value of S² is 0.7527. As for the gap between HOMO and LUMO (spin up / spin down): 11.91 / 5.02 eV.

---

Computed stability ranking, most favorable first: (Q), (P)